Record 1
Below is C23H60LiN5O10 as an isolated structure in a non-equilibrium geometry, with properties calculated with the ωB97M-V functional and the def2-TZVPD basis.

Output
Multiplicity   2
Energy   -1945.5058 Ha
Total charge   +1
Kohn-Sham gap (spin up / spin down)   7.174 / 1.788 eV
E_LUMO (spin up / spin down)   -2.67 / -8.06 eV
Expectation value of S²   0.754

Last column: Mulliken charge in e.
Atoms and positions in Å:
Li  -0.0252  -3.0019  -0.2006  0.822
N  -0.9076  0.1690  -0.4112  0.370
O  -2.0857  0.4748  -0.5107  0.047
O  -0.1108  0.9991  -0.0743  -0.719
O  -0.5380  -1.0280  -0.5726  -0.413
C  -2.1790  3.9526  -0.8726  -0.750
C  -3.0926  3.5641  -2.0610  0.349
C  -2.1814  2.9226  -3.0787  -1.138
O  -3.9311  2.4647  -1.6923  -0.525
H  -1.5430  4.8044  -1.1138  0.473
H  -1.5632  3.1054  -0.5708  -0.092
H  -2.8827  4.1313  -0.0597  0.209
H  -3.5954  4.3783  -2.5828  0.414
H  -1.4820  3.6339  -3.5179  0.435
H  -2.7524  2.5111  -3.9110  0.212
H  -1.5216  2.1557  -2.6731  0.158
H  -3.3938  1.6709  -1.6391  0.035
C  -5.7763  -2.3348  -1.7569  -1.791
C  -4.2829  -2.2269  -2.0491  0.698
C  -4.0228  -1.0026  -2.9530  -0.196
O  -4.6883  -1.1090  -4.1917  -0.478
C  -4.4908  0.0637  -4.9817  -0.668
N  -3.6272  -2.1027  -0.7473  -0.575
H  -6.2762  -1.3975  -1.5126  0.372
H  -6.0499  -3.0175  -0.9524  0.450
H  -6.3300  -2.7063  -2.6192  0.405
H  -3.9397  -3.1118  -2.5850  0.004
H  -2.9571  -0.9343  -3.1717  0.374
H  -4.3528  -0.1067  -2.4270  0.169
H  -4.5558  0.9546  -4.3571  0.233
H  -5.1730  0.0144  -5.8304  0.301
H  -3.4959  -0.0059  -5.4216  0.285
H  -2.8971  -1.4055  -0.7779  0.075
H  -4.2632  -1.7550  -0.0440  0.311
C  -2.0293  2.2069  2.9514  -1.217
C  -3.0589  1.0891  3.0627  1.078
C  -4.0812  1.2407  4.1516  -0.820
O  -3.4396  1.2102  5.4473  -0.307
C  -4.3254  1.1809  6.5646  -0.720
N  -3.7304  1.1419  1.7201  -0.503
H  -2.5461  3.1460  2.7536  0.295
H  -1.3976  2.0297  2.0810  0.280
H  -1.3788  2.2169  3.8259  0.368
H  -2.5045  0.1507  3.0503  -0.346
H  -4.7558  0.3854  4.1124  0.419
H  -4.4996  2.2391  4.0240  0.328
H  -4.9041  2.1044  6.5453  0.304
H  -3.6785  1.1207  7.4398  0.216
H  -5.0522  0.3819  6.4177  0.295
H  -4.2806  1.9867  1.6591  0.291
H  -3.0098  1.2202  1.0168  0.000
C  9.9369  2.0393  0.3968  -0.766
O  8.5329  2.0592  0.5389  -0.309
C  7.8584  2.4062  -0.6137  -0.773
C  6.3482  2.2059  -0.4933  -0.457
N  5.9731  0.7764  -0.4802  0.111
C  4.5326  0.5437  -0.5879  -0.721
C  3.7538  0.9872  0.6479  -0.065
O  4.0422  -0.0235  1.6576  -0.349
C  3.5694  0.4896  2.9256  -0.956
H  10.3270  2.9538  -0.0500  0.329
H  10.2363  1.1894  -0.2164  0.327
H  10.3166  1.9531  1.4148  0.244
H  8.2216  1.9025  -1.5095  0.420
H  8.0069  3.4707  -0.7953  0.450
H  5.7663  2.6252  -1.3140  0.517
H  5.9723  2.7919  0.3454  0.330
H  6.3809  0.3310  0.3294  0.366
H  4.5044  -0.5253  -0.7993  0.260
H  4.1263  1.0690  -1.4522  0.426
H  2.6987  0.9835  0.3745  0.092
H  3.9632  2.0039  0.9805  0.508
H  2.4945  0.6706  2.9300  0.354
H  4.0544  1.3671  3.3533  0.365
H  3.7827  -0.3403  3.5993  0.328
C  -0.6659  -2.3632  2.8186  -0.943
O  0.2273  -2.6557  1.7742  -0.129
C  1.5654  -2.6272  2.1668  -0.683
C  2.3976  -2.4470  0.8586  0.400
N  1.9898  -3.4782  -0.1081  -0.600
C  2.3028  -2.9614  -1.4941  -0.540
C  1.4778  -3.7257  -2.5157  -0.821
O  0.0967  -3.5161  -2.3114  -0.089
C  -0.7343  -3.9818  -3.3572  -0.600
H  -1.6549  -2.3496  2.3606  0.246
H  -0.4249  -1.3618  3.1753  0.325
H  -0.5750  -3.0078  3.6929  0.333
H  1.8020  -3.5380  2.7168  0.377
H  1.7247  -1.7823  2.8368  0.261
H  3.4012  -2.7554  1.1515  0.552
H  2.5343  -1.4352  0.4770  -0.520
H  2.6363  -4.2520  -0.0489  0.336
H  3.3522  -3.1852  -1.6859  0.537
H  2.0720  -1.9096  -1.6632  0.263
H  1.6968  -4.7935  -2.5092  0.433
H  1.7922  -3.3276  -3.4805  0.410
H  -0.4924  -4.9871  -3.7020  0.337
H  -0.5116  -3.3361  -4.2066  0.338
H  -1.7730  -3.9283  -3.0310  -0.073


Record 2
Below is one molecule with the formula C17H19NO5S, with properties calculated with the ωB97M-V functional and the def2-TZVPD basis.

Output
Energy   -1488.3627 Ha
Total charge   0
Energy relative to the best compared isomer or geometry (same formula, charge and spin)   75.3 kJ/mol
Kohn-Sham gap   9.266 eV
SMILES string   CCS(=O)(=O)c1ccc(O)c(NC(=O)COc2ccc(C)cc2)c1
E_LUMO   0.57 eV

Last column: Mulliken charge in e.
Atoms and positions in Å:
C  0.7031  2.4139  -3.7201  -1.099
C  2.1883  2.2879  -3.4762  -0.555
H  2.6793  1.6055  -4.1636  0.400
H  2.6922  3.2509  -3.4902  0.466
S  2.4558  1.6145  -1.8004  1.281
O  1.7500  2.4436  -0.8575  -0.674
O  3.8697  1.4314  -1.6091  -0.719
C  1.6581  0.0102  -1.8416  -0.646
C  2.2370  -1.0475  -2.5200  -0.678
C  1.5907  -2.2634  -2.5316  -0.833
C  0.3690  -2.4617  -1.8732  0.470
C  -0.2070  -1.3717  -1.1914  0.801
C  0.4547  -0.1473  -1.1924  -0.300
H  0.0463  0.7018  -0.6640  0.522
N  -1.4346  -1.3878  -0.4937  -0.112
C  -2.1511  -2.3735  0.0725  0.779
O  -1.9717  -3.5727  -0.0801  -0.770
C  -3.2918  -1.8611  0.9528  -0.571
O  -3.1892  -0.5073  1.3025  -0.551
C  -2.1550  -0.1162  2.1345  0.487
C  -1.1834  -0.9628  2.6462  -0.013
C  -0.1642  -0.4403  3.4265  -0.959
C  -0.0882  0.9149  3.7074  0.778
C  -1.0778  1.7490  3.1964  -0.498
C  -2.0995  1.2456  2.4199  -0.648
H  -2.8661  1.8889  2.0172  0.442
H  -1.0416  2.8079  3.4038  0.385
C  1.0414  1.4794  4.5113  -1.492
H  1.7765  1.9308  3.8446  0.279
H  0.6852  2.2523  5.1890  0.391
H  1.5365  0.7028  5.0886  0.360
H  0.5895  -1.1100  3.8137  0.340
H  -1.1969  -2.0231  2.4446  0.408
H  -3.3687  -2.5144  1.8309  0.413
H  -4.2249  -1.9483  0.3861  0.356
H  -1.7363  -0.4527  -0.2372  0.166
O  -0.1664  -3.6798  -1.9644  -0.667
H  -0.9033  -3.8024  -1.3090  0.378
H  2.0080  -3.1139  -3.0464  0.441
H  3.1890  -0.9132  -3.0069  0.475
H  0.2584  2.9885  -2.9108  0.301
H  0.5027  2.9198  -4.6622  0.392
H  0.2363  1.4312  -3.7469  0.273


Record 3
Below is BaNO3 as an isolated structure in a non-equilibrium geometry, with properties calculated with the ωB97M-V functional and the def2-TZVPD basis.

Output
Energy   -305.6160 Ha
Total charge   +1
Kohn-Sham gap   7.458 eV
E_LUMO   -5.73 eV

Last column: Mulliken charge in e.
Atoms and positions in Å:
Ba  -0.5097  -0.4647  3.1418  1.795
N  -2.4488  -2.4132  5.0838  1.093
O  -1.5526  -3.2046  4.8746  -0.642
O  -3.4999  -2.6709  5.7660  -0.492
O  -2.3578  -1.2987  4.5054  -0.754


Record 4
Below is one molecule with the formula C2H4F3N in a non-equilibrium geometry, with properties calculated with the ωB97M-V functional and the def2-TZVPD basis.

Output
Energy   -432.8934 Ha
Total charge   0
Energy relative to the best compared isomer or geometry (same formula, charge and spin)   215.9 kJ/mol
Kohn-Sham gap   11.033 eV
SMILES string   NCC(F)(F)F
E_LUMO   0.84 eV

Last column: Mulliken charge in e.
Atoms and positions in Å:
C  0.2199  0.1029  0.7840  -0.468
C  -0.8540  -0.0176  -0.2040  0.768
H  0.9878  -0.9574  -0.9552  0.339
H  1.6022  0.6763  -0.6522  0.302
H  -0.0854  -0.6528  1.4928  0.297
H  0.4498  1.2163  1.2082  0.283
N  1.3594  -0.3058  -0.0830  -0.730
F  -0.6708  1.1843  -1.0299  -0.263
F  -0.8039  -1.1663  -0.9528  -0.255
F  -2.2051  -0.0799  0.3920  -0.273


Record 5
Below is one molecule with the formula C12H10 in a non-equilibrium geometry, with properties calculated with the ωB97M-V functional and the def2-TZVPD basis.

Output
Energy   -463.1323 Ha
Total charge   0
Energy relative to the best compared isomer or geometry (same formula, charge and spin)   307.5 kJ/mol
Kohn-Sham gap   8.676 eV
SMILES string   c1ccc(-c2ccccc2)cc1
E_LUMO   0.40 eV

Last column: Mulliken charge in e.
Atoms and positions in Å:
C  -0.5091  1.5223  -3.2192  -0.459
C  -0.3081  0.1499  -3.0724  -0.459
C  -0.1420  -0.4343  -1.7863  -0.547
C  -0.0711  0.3822  -0.5919  0.983
C  -0.2733  1.7377  -0.8028  -0.547
C  -0.5551  2.2848  -1.9966  -1.009
C  0.1563  -0.2515  0.6974  0.991
C  -0.2639  0.3759  1.8312  -0.389
C  -0.0174  -0.2288  3.1056  -0.374
C  0.5178  -1.5593  3.2174  -0.333
C  0.9667  -2.1720  2.0076  -0.633
C  0.7227  -1.6132  0.7612  -0.804
H  -0.6967  1.8143  -4.2110  0.420
H  -0.2484  -0.4973  -3.9145  0.391
H  0.2331  -1.4198  -1.8774  0.170
H  -0.3647  2.3993  -0.0584  0.409
H  -0.6757  3.1669  -2.2879  0.581
H  -0.8119  1.3832  1.7057  0.163
H  -0.5925  0.2265  4.0220  0.241
H  0.6673  -1.9866  4.4677  0.179
H  1.2441  -3.0894  1.9093  0.511
H  1.0217  -2.1906  0.0934  0.515


Record 6
Below is one molecule with the formula C4H7O2P in a non-equilibrium geometry, with properties calculated with the ωB97M-V functional and the def2-TZVPD basis.

Output
Energy   -648.3001 Ha
Total charge   0
Energy relative to the best compared isomer or geometry (same formula, charge and spin)   426.7 kJ/mol
Kohn-Sham gap (spin up / spin down)   6.429 / 6.420 eV
E_LUMO (spin up / spin down)   -1.19 / -1.20 eV

Last column: Mulliken charge in e.
Atoms and positions in Å:
C  -0.3272  0.0317  -0.6443  0.643
C  -0.3009  -0.0095  0.6607  0.264
C  -0.1485  -1.4514  -1.1513  -1.122
C  0.3098  -0.4573  1.9278  -0.942
O  -0.7385  1.0231  -1.4520  -0.327
O  -0.3740  2.5617  0.5632  -0.574
P  -0.4803  2.6523  -0.9368  0.135
H  0.1571  -1.2414  -2.2315  0.332
H  -1.0899  -2.0676  -1.1996  0.286
H  0.7601  -1.9428  -0.7614  0.394
H  0.6260  -1.4494  1.7316  0.360
H  -0.4980  -0.2958  2.6147  0.287
H  1.1584  0.0575  2.1411  0.311
H  0.9458  2.5889  -1.2622  -0.046